Computed, not measured: 8 unconnected molecules or ions with the total composition C44H100N4O8, with ωB97M-V with the def2-TZVPD basis set.

Last columns: bonded neighbours and bond lengths (Å).
Element x y z (Å)
1 C 0.869 -2.058 -0.824  C2 1.510, H4 1.099, H5 1.089, H6 1.091
2 C 0.566 -0.584 -0.697  C1 1.510, O3 1.423, H7 1.095, H8 1.095
3 O 1.770 0.137 -0.929  C2 1.423, H9 0.975
4 H -0.042 -2.667 -0.903  C1 1.099
5 H 1.380 -2.425 0.065  C1 1.089
6 H 1.450 -2.366 -1.695  C1 1.091
7 H 0.194 -0.410 0.319  C2 1.095
8 H -0.254 -0.254 -1.344  C2 1.095
9 H 1.684 0.617 -1.772  O3 0.975
10 C -2.924 -5.510 -2.670  C11 1.510, H13 1.093, H14 1.085, H15 1.095
11 C -1.530 -4.942 -2.793  C10 1.510, O12 1.433, H16 1.093, H17 1.103
12 O -0.803 -5.191 -1.584  C11 1.433, H18 0.962
13 H -3.366 -5.330 -1.686  C10 1.093
14 H -2.958 -6.565 -2.919  C10 1.085
15 H -3.615 -4.967 -3.323  C10 1.095
16 H -1.419 -3.928 -3.185  C11 1.093
17 H -1.066 -5.586 -3.559  C11 1.103
18 H 0.116 -4.994 -1.790  O12 0.962
19 C 4.203 -3.420 -1.619  C20 1.520, H22 1.098, H23 1.085, H24 1.093
20 C 4.123 -3.522 -0.104  C19 1.520, O21 1.451, H25 1.093, H26 1.086
21 O 4.886 -4.683 0.313  C20 1.451, H27 0.962
22 H 3.657 -2.517 -1.920  C19 1.098
23 H 3.903 -4.289 -2.195  C19 1.085
24 H 5.229 -3.125 -1.854  C19 1.093
25 H 3.091 -3.650 0.234  C20 1.093
26 H 4.555 -2.668 0.409  C20 1.086
27 H 4.381 -5.443 0.009  O21 0.962
28 C 2.828 3.237 -4.192  C29 1.523, H31 1.091, H32 1.090, H33 1.089
29 C 1.745 2.743 -3.241  C28 1.523, O30 1.442, H34 1.090, H35 1.092
30 O 1.583 1.315 -3.349  C29 1.442, H36 0.964
31 H 2.391 3.407 -5.178  C28 1.091
32 H 3.595 2.471 -4.305  C28 1.090
33 H 3.311 4.117 -3.773  C28 1.089
34 H 0.820 3.310 -3.346  C29 1.090
35 H 2.113 2.839 -2.217  C29 1.092
36 H 1.434 1.042 -4.262  O30 0.964
37 C -2.115 -4.996 6.556  C38 1.532, H48 1.088, H49 1.086, H50 1.095
38 C -2.433 -4.674 5.092  C37 1.532, C39 1.509, N43 1.474, C47 1.536
39 C -3.338 -3.470 5.003  C38 1.509, C40 1.542, H51 1.099, H52 1.092
40 C -3.393 -2.806 3.612  C39 1.542, C41 1.534, H53 1.092, H54 1.097
41 C -1.992 -2.444 3.105  C40 1.534, C42 1.519, H55 1.097, H56 1.091
42 C -0.999 -3.591 3.197  C41 1.519, N43 1.467, C45 1.551, C46 1.539
43 N -1.149 -4.324 4.459  C38 1.474, C42 1.467, O44 1.406
44 O -0.174 -5.320 4.645  N43 1.406, H66 0.963
45 C -1.110 -4.565 1.996  C42 1.551, H57 1.093, H58 1.085, H59 1.093
46 C 0.426 -3.014 3.148  C42 1.539, H60 1.090, H61 1.092, H62 1.091
47 C -3.059 -5.903 4.416  C38 1.536, H63 1.089, H64 1.089, H65 1.094
48 H -1.676 -4.121 7.031  C37 1.088
49 H -1.511 -5.896 6.602  C37 1.086
50 H -3.057 -5.215 7.069  C37 1.095
51 H -4.389 -3.768 5.116  C39 1.099
52 H -3.193 -2.661 5.721  C39 1.092
53 H -4.027 -1.921 3.700  C40 1.092
54 H -3.860 -3.442 2.850  C40 1.097
55 H -1.628 -1.675 3.798  C41 1.097
56 H -2.109 -2.096 2.077  C41 1.091
57 H -0.716 -4.049 1.117  C45 1.093
58 H -0.599 -5.516 2.110  C45 1.085
59 H -2.170 -4.736 1.790  C45 1.093
60 H 1.108 -3.854 3.284  C46 1.090
61 H 0.674 -2.612 2.164  C46 1.092
62 H 0.563 -2.198 3.860  C46 1.091
63 H -2.341 -6.720 4.356  C47 1.089
64 H -3.421 -5.661 3.419  C47 1.089
65 H -3.904 -6.241 5.024  C47 1.094
66 H 0.574 -4.853 5.031  O44 0.963
67 C 5.503 1.266 2.286  C68 1.537, H78 1.092, H79 1.086, H80 1.091
68 C 4.026 1.685 2.338  C67 1.537, C69 1.523, N73 1.468, C77 1.531
69 C 3.682 2.476 3.593  C68 1.523, C70 1.526, H81 1.095, H82 1.098
70 C 4.156 3.926 3.560  C69 1.526, C71 1.526, H83 1.100, H84 1.092
71 C 3.781 4.622 2.255  C70 1.526, C72 1.531, H85 1.093, H86 1.088
72 C 4.087 3.829 0.981  C71 1.531, N73 1.465, C75 1.518, C76 1.540
73 N 3.578 2.470 1.181  C68 1.468, C72 1.465, O74 1.418
74 O 3.773 1.735 -0.016  N73 1.418, H96 0.985
75 C 3.336 4.451 -0.182  C72 1.518, H87 1.093, H88 1.093, H89 1.093
76 C 5.601 3.904 0.709  C72 1.540, H90 1.093, H91 1.088, H92 1.090
77 C 3.164 0.420 2.387  C68 1.531, H93 1.096, H94 1.091, H95 1.095
78 H 6.101 2.025 2.795  C67 1.092
79 H 5.892 1.180 1.276  C67 1.086
80 H 5.643 0.319 2.808  C67 1.091
81 H 2.615 2.434 3.838  C69 1.095
82 H 4.136 1.931 4.431  C69 1.098
83 H 5.250 3.894 3.667  C70 1.100
84 H 3.862 4.465 4.462  C70 1.092
85 H 4.350 5.555 2.230  C71 1.093
86 H 2.716 4.839 2.309  C71 1.088
87 H 3.429 5.540 -0.213  C75 1.093
88 H 3.738 4.113 -1.141  C75 1.093
89 H 2.276 4.190 -0.129  C75 1.093
90 H 5.912 4.901 0.387  C76 1.093
91 H 6.179 3.736 1.614  C76 1.088
92 H 5.833 3.168 -0.061  C76 1.090
93 H 3.044 0.089 3.426  C77 1.096
94 H 3.529 -0.432 1.812  C77 1.091
95 H 2.132 0.616 2.078  C77 1.095
96 H 2.988 1.172 -0.212  O74 0.985
97 C -1.450 5.291 3.567  C98 1.528, H108 1.094, H109 1.091, H110 1.088
98 C -1.610 4.167 2.544  C97 1.528, C99 1.514, N103 1.491, C107 1.530
99 C -0.596 3.090 2.867  C98 1.514, C100 1.533, H111 1.095, H112 1.093
100 C -0.877 1.747 2.182  C99 1.533, C101 1.524, H113 1.091, H114 1.093
101 C -2.335 1.340 2.355  C100 1.524, C102 1.527, H115 1.097, H116 1.097
102 C -3.382 2.406 2.042  C101 1.527, N103 1.465, C105 1.536, C106 1.538
103 N -2.966 3.595 2.789  C98 1.491, C102 1.465, O104 1.429
104 O -3.934 4.627 2.593  N103 1.429, H126 0.962
105 C -3.564 2.578 0.527  C102 1.536, H117 1.093, H118 1.089, H119 1.091
106 C -4.695 1.895 2.659  C102 1.538, H120 1.092, H121 1.093, H122 1.087
107 C -1.407 4.657 1.109  C98 1.530, H123 1.086, H124 1.092, H125 1.090
108 H -0.420 5.656 3.522  C97 1.094
109 H -1.623 4.869 4.559  C97 1.091
110 H -2.125 6.133 3.427  C97 1.088
111 H 0.358 3.385 2.417  C99 1.095
112 H -0.279 2.932 3.901  C99 1.093
113 H -0.234 1.037 2.705  C100 1.091
114 H -0.630 1.804 1.120  C100 1.093
115 H -2.466 1.060 3.408  C101 1.097
116 H -2.502 0.384 1.845  C101 1.097
117 H -4.303 1.870 0.142  C105 1.093
118 H -3.940 3.558 0.238  C105 1.089
119 H -2.649 2.337 -0.019  C105 1.091
120 H -5.411 2.720 2.670  C106 1.092
121 H -5.158 1.166 1.990  C106 1.093
122 H -4.561 1.413 3.623  C106 1.087
123 H -1.076 3.859 0.450  C107 1.086
124 H -0.718 5.504 1.110  C107 1.092
125 H -2.344 5.059 0.722  C107 1.090
126 H -4.229 4.818 3.488  O104 0.962
127 C -1.843 -1.702 -6.532  C128 1.540, H138 1.089, H139 1.093, H140 1.090
128 C -0.790 -0.687 -6.049  C127 1.540, C129 1.535, N133 1.470, C137 1.534
129 C -0.457 0.282 -7.191  C128 1.535, C130 1.517, H141 1.098, H142 1.094
130 C -1.547 1.308 -7.438  C129 1.517, C131 1.537, H143 1.097, H144 1.089
131 C -1.830 2.106 -6.156  C130 1.537, C132 1.540, H145 1.093, H146 1.092
132 C -2.178 1.172 -4.983  C131 1.540, N133 1.475, C135 1.523, C136 1.533
133 N -1.097 0.172 -4.897  C128 1.470, C132 1.475, O134 1.433
134 O -1.366 -0.658 -3.760  N133 1.433, H156 0.964
135 C -2.104 2.036 -3.731  C132 1.523, H147 1.090, H148 1.092, H149 1.097
136 C -3.591 0.590 -5.118  C132 1.533, H150 1.089, H151 1.093, H152 1.083
137 C 0.499 -1.452 -5.726  C128 1.534, H153 1.085, H154 1.099, H155 1.092
138 H -2.517 -2.042 -5.747  C127 1.089
139 H -1.300 -2.588 -6.872  C127 1.093
140 H -2.413 -1.387 -7.406  C127 1.090
141 H 0.479 0.795 -6.932  C129 1.098
142 H -0.229 -0.242 -8.124  C129 1.094
143 H -2.496 0.804 -7.655  C130 1.097
144 H -1.309 1.936 -8.296  C130 1.089
145 H -2.732 2.682 -6.378  C131 1.093
146 H -0.975 2.753 -5.953  C131 1.092
147 H -2.440 1.588 -2.796  C135 1.090
148 H -1.098 2.427 -3.569  C135 1.092
149 H -2.705 2.942 -3.875  C135 1.097
150 H -3.927 0.209 -4.155  C136 1.089
151 H -4.269 1.414 -5.357  C136 1.093
152 H -3.666 -0.163 -5.893  C136 1.083
153 H 0.814 -2.178 -6.469  C137 1.085
154 H 0.279 -2.032 -4.818  C137 1.099
155 H 1.306 -0.793 -5.395  C137 1.092
156 H -0.571 -0.565 -3.223  O134 0.964

Values from the calculation:
gap between HOMO and LUMO = 0.3030 hartree
charge = 0
ΔE to the lowest compared entry with this formula, charge and spin = 0.00 kJ/mol
SMILES = CC1(C)CCCC(C)(C)N1O.CC1(C)CCCC(C)(C)N1O.CC1(C)CCCC(C)(C)N1O.CC1(C)CCCC(C)(C)N1O.CCO.CCO.CCO.CCO
largest force on an atom = 2.20 eV/A
molecular weight = 813.30 g/mol

Atom charges from the Löwdin analysis, given in e for atoms 1 to 8: -0.074, -0.266, -0.096, 0.067, 0.046, 0.067, 0.100, 0.103

=====

Computed, not measured: 2 unconnected molecules or ions with the total composition HN3O3, with ωB97M-V with the def2-TZVPD basis set.

Last columns: bonded neighbours and bond lengths (Å).
Element x y z (Å)
1 N 0.207 3.869 1.208  N2 1.096
2 N 0.248 2.896 0.704  N1 1.096
3 N 1.554 0.209 0.425  O4 1.367, O5 1.157, O6 1.175
4 O 0.613 0.483 -0.527  N3 1.367, H7 0.985
5 O 2.090 -0.793 0.208  N3 1.157
6 O 1.681 1.067 1.219  N3 1.175
7 H 0.055 1.292 -0.466  O4 0.985

Values from the calculation:
gap between HOMO and LUMO = 0.4551 hartree
charge = 0
ΔE to the lowest compared entry with this formula, charge and spin = 57.51 kJ/mol
SMILES = O=[N+]([O-])O.N#N
largest force on an atom = 3.41 eV/A
molecular weight = 91.03 g/mol

Taken from the Löwdin analysis, the atomic charges in e are: 0.103, 0.035, -0.508, 0.056, 0.168, 0.061, 0.085

=====

Computed, not measured: 3 unconnected molecules or ions with the total composition C12H25NO13P4, with ωB97M-V with the def2-TZVPD basis set.

Last columns: bonded neighbours and bond lengths (Å).
Element x y z (Å)
1 N 1.940 -0.969 -1.704  P2 1.580, H15 1.016
2 P 0.961 -1.975 -2.430  N1 1.580, C3 1.824, H16 1.409, H17 1.410
3 C -0.648 -1.946 -1.570  P2 1.824, C4 1.322, C13 1.501
4 C -0.712 -1.348 -0.393  C3 1.322, C5 1.500, H18 1.086
5 C -2.000 -1.309 0.373  C4 1.500, O6 1.206, C7 1.498
6 O -2.002 -1.239 1.577  C5 1.206
7 C -3.243 -1.352 -0.463  C5 1.498, C8 1.331, H19 1.083
8 C -3.176 -1.944 -1.653  C7 1.331, P9 1.845, C13 1.508
9 P -4.676 -1.960 -2.727  C8 1.845, O10 1.451, O11 1.619, O12 1.591
10 O -4.382 -2.484 -4.048  P9 1.451
11 O -5.138 -0.412 -2.845  P9 1.619, H20 0.968
12 O -5.867 -2.753 -2.032  P9 1.591, H21 0.965
13 C -1.891 -2.567 -2.137  C3 1.501, C8 1.508, O14 1.203
14 O -1.822 -3.470 -2.928  C13 1.203
15 H 2.715 -1.542 -1.384  N1 1.016
16 H 0.766 -1.624 -3.781  P2 1.409
17 H 1.420 -3.307 -2.379  P2 1.410
18 H 0.167 -0.907 0.070  C4 1.086
19 H -4.191 -0.912 -0.179  C7 1.083
20 H -4.370 0.135 -2.628  O11 0.968
21 H -6.063 -2.421 -1.147  O12 0.965
22 C -3.583 6.155 -0.402  O23 1.444, H30 1.087, H31 1.094, H32 1.091
23 O -3.611 4.758 -0.039  C22 1.444, P24 1.687
24 P -3.091 3.640 -1.192  O23 1.687, O25 1.493, O26 1.630, O28 1.668
25 O -3.979 2.525 -0.748  P24 1.493
26 O -1.618 3.564 -0.497  P24 1.630, C27 1.426
27 C -1.491 3.506 0.923  O26 1.426, H33 1.089, H34 1.090, H35 1.088
28 O -2.490 2.857 -2.537  P24 1.668, C29 1.445
29 C -1.512 3.536 -3.356  O28 1.445, H36 1.090, H37 1.090, H38 1.087
30 H -3.952 6.729 0.443  C22 1.087
31 H -2.561 6.473 -0.630  C22 1.094
32 H -4.228 6.341 -1.262  C22 1.091
33 H -2.331 2.984 1.380  C27 1.089
34 H -1.408 4.512 1.332  C27 1.090
35 H -0.574 2.961 1.138  C27 1.088
36 H -0.598 3.721 -2.793  C29 1.090
37 H -1.912 4.475 -3.739  C29 1.090
38 H -1.279 2.888 -4.198  C29 1.087
39 C 6.725 -0.839 2.873  O40 1.443, H47 1.087, H48 1.094, H49 1.091
40 O 5.312 -0.552 2.810  C39 1.443, P41 1.678
41 P 4.313 -1.734 2.163  O40 1.678, O42 1.478, O43 1.630, O45 1.654
42 O 3.265 -0.910 1.525  P41 1.478
43 O 3.902 -2.293 3.638  P41 1.630, C44 1.425
44 C 3.477 -1.381 4.647  O43 1.425, H50 1.089, H51 1.090, H52 1.088
45 O 4.024 -3.228 1.515  P41 1.654, C46 1.443
46 C 4.862 -4.328 1.926  O45 1.443, H53 1.090, H54 1.091, H55 1.087
47 H 7.225 0.023 3.307  C39 1.087
48 H 6.913 -1.714 3.503  C39 1.094
49 H 7.126 -1.012 1.873  C39 1.091
50 H 2.958 -0.524 4.221  C44 1.089
51 H 4.334 -1.047 5.233  C44 1.090
52 H 2.794 -1.922 5.300  C44 1.088
53 H 4.744 -4.528 2.990  C46 1.090
54 H 5.909 -4.124 1.699  C46 1.091
55 H 4.550 -5.208 1.367  C46 1.087

Values from the calculation:
gap between HOMO and LUMO = 0.2431 hartree
charge = 0
ΔE to the lowest compared entry with this formula, charge and spin = 144.40 kJ/mol
SMILES = N=[PH2]C1=CC(=O)C=C(P(=O)(O)O)C1=O.COP(=O)(OC)OC.COP(=O)(OC)OC
largest force on an atom = 8.39 eV/A
molecular weight = 515.22 g/mol

Atom charges from the Löwdin analysis, given in e for atoms 1 to 8: -0.303, 0.742, -0.266, 0.020, -0.347, 0.130, 0.034, -0.134